{"formula": "C16H26N6O6Pt", "method": "wB97M-V/def2-TZVPD", "orbital_gap_ev": [4.88, 4.90], "spin_multiplicity": 3, "energy_ev": -41477.432, "de_lowest_kcal_mol": 0.00, "molar_mass_g_mol": 593.5, "species": ["Pt", "O", "O", "O", "O", "O", "O", "N", "N", "N", "N", "N", "N", "C", "C", "C", "C", "C", "C", "C", "C", "C", "C", "C", "C", "C", "C", "C", "C", "H", "H", "H", "H", "H", "H", "H", "H", "H", "H", "H", "H", "H", "H", "H", "H", "H", "H", "H", "H", "H", "H", "H", "H", "H", "H"], "xyz": [[-0.5123, -0.0754, -0.5343], [-2.7588, 0.3786, 1.2874], [-0.2486, -1.3165, -3.8506], [1.3360, 2.0932, -1.3912], [1.9184, -0.5854, -1.8990], [-2.2206, -2.1138, 0.4771], [1.3663, 0.5584, -4.5556], [0.6436, -0.4884, 1.2249], [-1.2173, -1.9162, -0.2899], [1.7447, -1.7340, 2.6627], [0.1774, 1.7868, -0.7573], [0.8996, -1.1422, -1.4349], [-1.8144, 0.9772, 0.5264], [-0.5821, -2.8945, -1.0030], [-1.2002, -4.2352, -1.0412], [2.0905, -0.0429, 4.4926], [0.6282, -2.4828, -1.5993], [1.8152, 1.2892, 4.8346], [-2.5016, 3.1310, 1.4677], [-1.6442, 0.0248, -2.2464], [0.9701, 0.3301, 2.3241], [-0.0165, 4.1443, -0.1849], [1.1409, -1.7026, 1.4642], [-1.6833, 2.3054, 0.5501], [0.7622, 1.6699, 2.6636], [1.6490, -0.4750, 3.2402], [1.1517, 2.1277, 3.9260], [1.5512, -3.2422, -2.4657], [-0.5442, 2.7663, -0.2070], [2.1140, 1.6853, 5.8050], [2.6169, -0.7386, 5.1510], [2.1945, -2.5490, 3.0714], [1.6030, 1.2738, -1.9015], [1.2193, -4.2834, -2.5264], [-3.1126, 2.4965, 2.1120], [-3.1599, 3.7889, 0.8970], [0.5805, 4.3372, 0.7154], [-2.6622, -0.6169, 1.1064], [-1.0587, -0.6387, -3.1816], [1.0955, -2.5726, 0.8246], [-0.8415, 4.8574, -0.1667], [0.9471, 3.1603, 4.2095], [-2.1887, -4.1949, -1.5301], [-0.7126, -1.6806, -4.6246], [-2.6032, -0.4824, -2.0986], [1.5805, -2.8063, -3.4776], [-1.7745, 1.0693, -2.5399], [0.7585, 1.3035, -4.4650], [-1.8823, 3.7780, 2.0967], [0.7660, -0.2326, -4.3797], [2.5543, -3.2027, -2.0181], [0.6155, 4.3196, -1.0558], [0.3113, 2.3270, 1.9319], [-0.5466, -4.9008, -1.6158], [-1.3150, -4.6331, -0.0206]], "nbo_charge": [1.245, -0.563, -1.140, -0.554, -0.319, -0.439, -1.011, -0.545, -0.023, -0.512, -0.206, -0.015, -0.191, 0.124, -0.659, -0.233, 0.221, -0.197, -0.664, -0.880, 0.089, -0.662, 0.256, 0.122, -0.142, 0.106, -0.231, -0.678, 0.128, 0.223, 0.222, 0.428, 0.519, 0.218, 0.254, 0.231, 0.217, 0.502, 0.361, 0.228, 0.226, 0.223, 0.254, 0.455, 0.178, 0.302, 0.184, 0.449, 0.219, 0.503, 0.235, 0.253, 0.222, 0.228, 0.239]}

***

{"formula": "C2H8NS", "method": "wB97M-V/def2-TZVPD", "orbital_gap_ev": 6.40, "total_charge": -1, "energy_ev": -14529.517, "de_lowest_kcal_mol": 13.30, "molar_mass_g_mol": 78.2, "species": ["S", "N", "C", "C", "H", "H", "H", "H", "H", "H", "H", "H"], "xyz": [[-1.0414, 3.5434, -0.8088], [-0.5366, -0.4217, 0.3212], [0.6142, -0.1036, 1.1607], [-0.1580, -1.2637, -0.8017], [-0.2020, -2.3136, -0.5115], [-0.4986, 2.3474, -0.5262], [-0.8204, 0.4692, -0.0842], [-0.8830, -1.1089, -1.6036], [0.7859, -1.0052, -1.3139], [0.2776, 0.3412, 2.0909], [1.1297, -1.0363, 1.4133], [1.3326, 0.5518, 0.6638]], "nbo_charge": [-1.038, -0.626, -0.413, -0.421, 0.173, 0.046, 0.378, 0.200, 0.160, 0.198, 0.166, 0.177]}

***

{"formula": "C35H36IKN3O3P", "method": "wB97M-V/def2-TZVPD", "orbital_gap_ev": 8.04, "energy_ev": -81209.640, "de_lowest_kcal_mol": 18.83, "molar_mass_g_mol": 743.7, "species": ["I", "K", "P", "O", "O", "O", "N", "N", "N", "C", "C", "C", "C", "C", "C", "C", "C", "C", "C", "C", "C", "C", "C", "C", "C", "C", "C", "C", "C", "C", "C", "C", "C", "C", "C", "C", "C", "C", "C", "C", "C", "C", "C", "C", "H", "H", "H", "H", "H", "H", "H", "H", "H", "H", "H", "H", "H", "H", "H", "H", "H", "H", "H", "H", "H", "H", "H", "H", "H", "H", "H", "H", "H", "H", "H", "H", "H", "H", "H", "H"], "xyz": [[0.1194, -1.3226, 2.2900], [0.1854, -0.2127, -1.0136], [-1.5418, -2.6268, -0.3107], [3.2191, 2.5441, -0.3331], [6.4360, -0.2715, -1.7612], [1.8826, -1.5143, -1.7508], [2.5034, 0.4976, -1.0254], [-1.7226, 1.5854, -1.3115], [4.7945, 1.0958, -1.0507], [-2.6982, -4.9626, 0.5197], [2.7870, -0.6741, -1.5974], [1.3440, -5.2972, -1.4807], [-4.0178, 4.0466, -1.9317], [-3.5170, -3.3418, -2.3240], [-3.9192, -1.4419, -0.9153], [-1.6043, -2.3177, 4.4542], [4.5596, -2.7175, -0.3318], [-1.7703, 4.5960, -2.9387], [3.4466, 1.4367, -0.7895], [-2.0984, -3.8212, 1.0058], [-5.1292, -1.2130, -1.5518], [-4.7201, -3.1035, -2.9718], [-3.3374, -5.8917, 1.3489], [-2.0884, -3.5825, 2.4172], [-2.4988, 4.0488, -1.7023], [-3.1048, -2.5154, -1.2817], [4.1719, -0.9901, -2.1606], [0.6055, -4.1223, -3.4374], [-2.9941, -4.2472, 4.6297], [-3.4303, -5.6355, 2.6832], [-2.4235, -3.1622, 5.2193], [-0.3362, -3.4492, -2.6776], [1.4497, -5.0457, -2.8402], [-1.4179, -2.5314, 3.1161], [4.0226, -0.7786, -3.6953], [0.3915, -4.6353, -0.7204], [4.5551, -2.4393, -1.8344], [-2.8369, -4.4857, 3.2448], [-2.0672, 2.6666, -1.4869], [-5.5288, -2.0431, -2.5886], [5.2463, -1.1334, -4.5378], [-0.4674, -3.7112, -1.3131], [5.2460, -0.0496, -1.6401], [-2.1381, 4.8747, -0.4599], [-5.7530, -0.3823, -1.2464], [0.6923, -3.9159, -4.4969], [-0.6938, 4.6283, -2.7708], [-1.9673, 3.9763, -3.8137], [5.4101, -2.2109, -4.5621], [2.1981, -5.5588, -3.4307], [-4.2841, 3.3859, -2.7571], [-2.6475, 4.4897, 0.4237], [-3.7773, -6.7819, 0.9182], [-2.4419, 5.9103, -0.6145], [3.5603, -2.5885, 0.0886], [3.7497, 0.2679, -3.8667], [3.1721, -1.3896, -4.0050], [-4.5436, 3.7112, -1.0374], [-4.3492, 5.0564, -2.1738], [-5.0307, -3.7529, -3.7810], [-2.5536, -2.9619, 6.2744], [-3.5798, -4.9510, 5.2084], [-2.6936, -5.1421, -0.5456], [-6.4626, -1.8587, -3.1044], [-2.1207, 5.6075, -3.1446], [-3.5896, -0.7787, -0.1226], [2.0083, -6.0095, -1.0079], [-1.0639, 4.8498, -0.2765], [-3.9655, -6.3130, 3.3380], [5.5503, -2.6214, -2.2391], [-0.9753, -2.7098, -3.1480], [-2.9012, -4.1711, -2.6501], [4.8833, -3.7399, -0.1346], [6.1455, -0.6626, -4.1456], [5.4853, 1.7666, -0.7519], [3.8406, -3.1005, -2.3274], [5.2451, -2.0422, 0.1845], [5.0949, -0.7917, -5.5627], [0.3233, -4.8349, 0.3412], [-1.0832, -1.5042, 4.9407]], "mulliken_charge": [0.166, 0.863, 0.246, -0.742, -0.672, -0.811, -0.707, -0.392, 0.014, -0.314, 0.599, -0.738, -1.620, 0.090, -0.691, -0.613, -1.278, -1.620, 0.028, 0.756, -0.686, -0.825, -1.221, 0.730, 2.198, 0.709, 2.608, -0.785, -0.850, -0.767, -0.758, -0.617, -0.565, -0.439, -0.987, -0.700, -1.084, 0.899, -0.534, -0.496, -1.328, 1.107, -0.216, -1.616, 0.428, 0.415, 0.398, 0.383, 0.299, 0.401, 0.379, 0.386, 0.421, 0.398, 0.183, 0.458, 0.257, 0.381, 0.403, 0.407, 0.380, 0.365, 0.274, 0.391, 0.403, 0.342, 0.426, 0.400, 0.369, 0.535, 0.491, 0.385, 0.454, 0.317, 0.282, 0.247, 0.346, 0.413, 0.441, 0.403]}

***

{"formula": "C2H7NO3", "method": "wB97M-V/def2-TZVPD", "orbital_gap_ev": 10.36, "energy_ev": -9820.423, "de_lowest_kcal_mol": 12.40, "smiles": "CNC(=O)O.O", "molar_mass_g_mol": 93.1, "species": ["O", "O", "O", "N", "C", "C", "H", "H", "H", "H", "H", "H", "H"], "xyz": [[0.1087, -0.0776, -0.6405], [0.9244, 4.8701, 5.2209], [-0.3423, -1.8844, 0.6919], [-0.4479, -2.1111, -1.5237], [-0.2716, -1.3636, -0.4016], [-0.5749, -1.4809, -2.8368], [0.6402, 4.0986, 4.7280], [1.8617, 4.6556, 5.2924], [-0.3673, -0.4236, -2.7079], [-0.6340, -3.0539, -1.2241], [0.2739, 0.2601, 0.2487], [0.2961, -1.7342, -3.4644], [-1.4671, -1.7551, -3.3829]], "nbo_charge": [-0.701, -0.925, -0.660, -0.638, 0.870, -0.425, 0.462, 0.463, 0.238, 0.417, 0.503, 0.191, 0.204]}